(A)
Computed, not measured: the molecule C5H10N2O2, with ωB97M-V/def2-TZVPD.

CARTESIAN COORDINATES (ANGSTROEM)
C  0.50517  1.30604  -0.81818
H  0.50972  0.90515  -1.75294
C  0.46930  0.23454  0.21567
H  2.41776  0.07639  1.27210
C  -0.50814  -0.67119  0.47060
C  1.73597  -0.42147  0.53969
H  -2.21055  -1.61754  -0.57239
H  -0.55523  2.75437  -0.09686
H  -2.68515  -0.63316  0.98851
C  -1.99671  -0.74230  0.09606
H  1.88475  -2.59670  1.15147
H  -0.44194  -2.12790  1.95786
N  -0.01392  -1.85886  1.08857
O  1.81413  1.97877  -0.59837
H  -2.21402  0.05982  -0.47607
H  1.85220  2.84219  -1.09561
H  2.42859  -0.52533  -0.36416
O  -0.59250  2.17221  -0.82844
N  1.34990  -1.64489  1.30314

## Properties
Frontier orbital gap   0.2917 Ha
Spin multiplicity   1
SMILES   CC1=C(C(O)O)CNN1

Let us look at the Löwdin charges, expressed in e, one per atom:
1 C -0.368
2 H 0.124
3 C -0.137
4 H 0.114
5 C -0.222
6 C -0.180
7 H 0.099
8 H 0.084
9 H 0.102
10 C -0.012
11 H 0.157
12 H 0.119
13 N -0.043
14 O -0.044
15 H 0.009
16 H 0.115
17 H 0.134
18 O 0.036
19 N -0.087

***

(B)
Computed, not measured: a structure of composition C5H10N2O2, with ωB97M-V/def2-TZVPD.

CARTESIAN COORDINATES (ANGSTROEM)
H  -0.23779  -3.27942  0.87381
H  2.38046  0.00376  0.86149
C  0.79435  0.05709  -0.62308
H  -2.10279  -2.40261  0.26300
C  -1.24244  1.31013  2.17769
H  2.12587  -1.40914  0.03158
H  -1.69746  0.33287  2.73689
N  0.97760  0.61745  -1.79399
H  -0.89101  2.44567  2.79457
O  -0.33782  0.83229  -2.35472
O  -0.44280  -0.93149  1.05771
H  -1.01178  1.03277  -1.29745
C  -0.92998  -2.32510  0.31926
C  2.21485  -0.37749  -0.12136
C  -0.52877  1.28279  1.06504
H  0.01339  2.34734  0.71254
H  -0.26222  -2.27912  -0.63095
H  2.70646  -0.27213  -1.11611
N  -0.49564  0.03813  0.11420

## Properties
Frontier orbital gap   0.3586 Ha
Spin multiplicity   1

Let us look at the Löwdin charges, expressed in e, one per atom:
1 H 0.147
2 H 0.070
3 C -0.357
4 H 0.103
5 C -0.047
6 H 0.035
7 H 0.114
8 N 0.023
9 H 0.151
10 O -0.199
11 O -0.256
12 H 0.230
13 C 0.031
14 C -0.007
15 C -0.193
16 H 0.171
17 H 0.076
18 H 0.095
19 N -0.185

***

(C)
Computed, not measured: the molecule C5H10N2O2, with ωB97M-V/def2-TZVPD.

CARTESIAN COORDINATES (ANGSTROEM)
H  -0.67801  -0.95696  -1.35318
C  1.68785  -0.11795  -0.48777
N  0.44691  2.02976  -0.55660
H  -0.62344  -2.30799  0.63321
O  2.66973  0.45639  0.22696
H  0.72070  -1.47482  1.45871
C  0.44563  0.73370  -0.51019
H  3.47161  -0.08418  0.15701
N  -1.69534  0.88471  -1.52200
H  -2.66697  0.62166  -1.45170
H  -2.01512  -0.16113  0.93874
C  -0.92655  -0.17011  0.87829
H  -0.76430  -1.77577  2.30653
H  1.32421  2.45472  -0.27641
O  1.84932  -1.14058  -1.11085
H  -0.65504  0.61946  1.58094
C  -0.36356  -1.50742  1.32770
C  -0.78954  0.03481  -0.91952
H  -1.43808  1.86168  -1.31987

## Properties
Frontier orbital gap   0.3396 Ha
Spin multiplicity   1
SMILES   [H]/N=C(\C(=O)O)[C@H](N)CC

Let us look at the Löwdin charges, expressed in e, one per atom:
1 H 0.141
2 C -0.481
3 N 0.147
4 H 0.079
5 O 0.113
6 H 0.067
7 C -0.344
8 H 0.135
9 N 0.056
10 H 0.086
11 H 0.091
12 C -0.138
13 H 0.072
14 H 0.061
15 O 0.125
16 H 0.107
17 C -0.119
18 C -0.271
19 H 0.074

***

(D)
Computed, not measured: a cluster of 2 separate species, C5H10N2O2 in total, with ωB97M-V/def2-TZVPD.

CARTESIAN COORDINATES (ANGSTROEM)
H  -0.52895  0.78192  1.66803
H  -0.17765  1.18224  -1.86998
H  1.45334  0.64468  1.83645
C  0.72483  1.04528  -1.24395
H  -3.57447  1.38214  0.87642
H  -1.92470  -2.15058  -1.77590
H  -2.15108  -1.35927  1.34857
H  2.43267  0.03383  0.23721
H  1.43557  -1.04137  1.19369
C  -0.67452  0.70145  0.67315
H  1.01572  2.04397  -0.85061
C  -1.88379  -1.58430  0.36961
O  -2.01443  1.72942  -0.92950
N  0.42231  0.26997  -0.08269
H  1.66944  0.62389  -1.67948
N  -1.67090  1.46707  0.21169
O  -2.61140  1.90715  1.24256
C  -1.88431  -1.81563  -0.82306
C  1.51852  0.02437  0.80570

## Properties
Frontier orbital gap (alpha / beta)   0.3142 / 0.3143 Ha
Spin multiplicity   1
SMILES   CN(C)/C=[N+](\[O-])O.C#C

Let us look at the Löwdin charges, expressed in e, one per atom:
1 H 0.093
2 H 0.085
3 H 0.131
4 C -0.078
5 H 0.228
6 H -0.006
7 H 0.023
8 H 0.072
9 H 0.097
10 C -0.143
11 H 0.099
12 C -0.001
13 O -0.040
14 N -0.239
15 H 0.099
16 N -0.331
17 O -0.050
18 C 0.057
19 C -0.095

***

Relative to the most stable structure, the computed energies are (A) 33.2; (B) 208.4; (C) 0.0; (D) 153.9, all in kcal/mol.

***

(A)
Computed, not measured: the molecule C21H23N3O3, with ωB97M-V/def2-TZVPD.

CARTESIAN COORDINATES (ANGSTROEM)
H  0.51060  -4.67884  -1.32741
H  -2.53550  -1.95660  -2.59925
C  -1.55747  3.24344  -2.52645
O  3.32510  2.39867  1.29512
H  -2.58431  -0.77041  1.07458
H  -1.17772  4.25713  -2.41043
H  0.31970  3.15706  3.62024
N  -1.37113  2.45340  -1.31480
H  1.83069  1.03699  -0.24854
C  -1.64867  -0.75658  0.49894
C  3.64967  -1.07080  1.72947
C  2.27370  -2.32091  0.17640
H  -0.82999  -0.99306  1.18999
C  0.60670  -3.72673  -0.77210
N  3.67110  1.33802  1.82056
C  -1.63763  1.04680  -1.27627
C  3.17237  0.13763  1.25554
C  -0.50494  1.89384  2.07770
C  -0.34905  4.13537  0.33795
C  -2.05048  0.11511  -2.34289
N  -1.66283  -1.67108  -0.65107
O  1.89880  -3.56866  -0.23467
H  4.34923  -1.13954  2.53446
H  -0.52808  -4.63652  0.76530
H  -2.55845  -3.33512  0.39460
H  0.41479  -2.93988  -1.52094
O  4.41674  1.25961  2.81075
C  -0.86480  2.89076  -0.09269
C  3.20607  -2.26766  1.17904
C  -1.74488  -3.13191  -0.30847
H  -1.21035  -0.08145  -2.99849
C  -0.43423  -3.64133  0.29571
C  -0.02772  3.12482  2.56574
H  -1.95725  -3.66884  -1.22587
H  -2.88897  0.57354  -2.90151
H  3.61886  -3.15623  1.61388
H  -0.52499  0.97982  2.71456
H  -0.07912  -2.96087  1.08989
C  1.77966  -1.10594  -0.30161
H  -3.51575  -1.15681  -1.37265
H  0.96839  -1.06388  -1.04312
C  2.24475  0.11644  0.20540
H  -2.60102  3.30416  -2.81303
C  -0.88339  1.78798  0.75540
H  0.55450  5.12245  2.05288
C  -2.51235  -1.23230  -1.78714
C  -1.39485  0.63035  0.01534
H  -1.01158  2.79728  -3.34221
C  0.09821  4.21944  1.68189
H  -0.26212  5.01183  -0.33969

## Properties
Frontier orbital gap   0.2731 Ha
Spin multiplicity   1
SMILES   Cn1c2c(c3ccccc31)CN(CCCOc1ccc([N+](=O)[O-])cc1)CC2

Let us look at the Löwdin charges, expressed in e, one per atom:
1 H 0.140
2 H 0.118
3 C -0.019
4 O 0.067
5 H 0.130
6 H 0.082
7 H 0.108
8 N -0.045
9 H 0.131
10 C -0.133
11 C 0.016
12 C -0.269
13 H 0.111
14 C -0.217
15 N -0.336
16 C -0.145
17 C -0.173
18 C -0.040
19 C -0.004
20 C -0.112
21 N -0.153
22 O -0.028
23 H 0.116
24 H 0.126
25 H 0.115
26 H 0.112
27 O 0.055
28 C -0.177
29 C 0.009
30 C -0.165
31 H 0.118
32 C -0.159
33 C -0.094
34 H 0.112
35 H 0.127
36 H 0.120
37 H 0.122
38 H 0.113
39 C 0.010
40 H 0.120
41 H 0.110
42 C 0.032
43 H 0.086
44 C -0.160
45 H 0.092
46 C -0.158
47 C -0.106
48 H 0.083
49 C -0.091
50 H 0.107

***

(B)
Computed, not measured: the molecule C21H23N3O3, with ωB97M-V/def2-TZVPD.

CARTESIAN COORDINATES (ANGSTROEM)
H  3.84651  3.02942  -1.21234
C  -1.96831  3.76224  -1.08588
C  -3.24833  2.91686  -0.94940
C  3.08122  -1.18719  0.67839
H  -2.03438  4.13582  1.04211
C  3.11212  2.44374  -0.62314
C  0.82493  -2.03143  0.58763
H  -0.43961  -5.28217  2.79569
N  0.90918  1.47966  -0.70573
H  4.39845  1.24684  0.57993
H  -3.22446  2.35221  -0.02322
C  -0.78225  -5.36995  1.76802
C  -2.12281  4.74231  -2.22825
C  0.41558  -0.79597  0.10632
H  -2.18011  4.19068  -3.16759
H  -4.12421  3.54914  -0.98705
C  0.55095  -6.59355  0.40724
C  -0.18154  -3.00174  0.98630
C  2.19423  -2.26753  0.83590
H  2.53576  -3.25160  1.17981
C  0.01385  -4.44914  0.90841
C  1.34548  0.22794  -0.14568
H  -2.40904  5.54651  0.08700
C  -0.31818  2.07047  -0.43799
H  -0.71152  4.92268  0.17353
O  -3.21841  -5.45711  2.08511
H  -3.30017  -3.08567  2.13800
C  -1.37627  -2.55982  1.54551
H  -0.63707  -0.64787  -0.15654
H  -1.54828  -1.50618  1.75707
H  1.50467  3.26623  -1.71663
H  4.28761  0.74721  -1.10279
H  -3.01470  5.35770  -2.16894
N  -0.39432  -6.72892  1.28627
C  1.87050  2.26171  -1.46820
H  1.00178  -7.40258  -0.15040
C  -2.20794  -4.78846  1.81473
H  2.15630  1.76677  -2.42146
C  0.81993  -5.20235  0.11942
C  -1.75674  4.65818  0.14465
H  4.10272  -1.29286  0.93449
H  1.54755  -4.82330  -0.56312
H  -3.28919  2.20300  -1.78606
N  -2.38197  -3.44915  1.95710
C  3.70530  1.08111  -0.22899
O  -0.84684  2.90842  -1.37352
O  -0.84997  1.77942  0.63718
H  2.89596  3.07484  0.27836
H  -1.25036  5.40364  -2.23319
C  2.69638  0.04977  0.10194

## Properties
Frontier orbital gap   0.2854 Ha
Spin multiplicity   1
SMILES   CC(C)(C)OC(=O)N1CCCc2ccc(C3=CNC(=O)[C@H]4N=CC=C34)cc21

Let us look at the Löwdin charges, expressed in e, one per atom:
1 H 0.118
2 C -0.583
3 C -0.017
4 C -0.007
5 H 0.074
6 C -0.176
7 C -0.192
8 H 0.181
9 N 0.030
10 H 0.114
11 H 0.075
12 C -0.170
13 C -0.043
14 C 0.041
15 H 0.090
16 H 0.084
17 C -0.128
18 C -0.127
19 C -0.009
20 H 0.114
21 C -0.149
22 C -0.114
23 H 0.097
24 C -0.454
25 H 0.089
26 O 0.054
27 H 0.156
28 C 0.011
29 H 0.128
30 H 0.134
31 H 0.127
32 H 0.129
33 H 0.089
34 N 0.099
35 C -0.150
36 H 0.109
37 C -0.370
38 H 0.140
39 C -0.005
40 C -0.023
41 H 0.098
42 H 0.103
43 H 0.097
44 N 0.106
45 C -0.146
46 O 0.037
47 O 0.078
48 H 0.131
49 H 0.093
50 C -0.160

***

(C)
Computed, not measured: the molecule C21H23N3O3, with ωB97M-V/def2-TZVPD.

CARTESIAN COORDINATES (ANGSTROEM)
C  3.84110  0.55511  -0.63150
H  6.08750  -1.95666  0.02082
H  0.74714  -1.33152  1.62220
C  2.44607  -0.23366  0.96218
O  -1.97989  4.39906  -0.00703
C  1.33706  -0.46236  1.91731
H  4.02189  -1.91739  2.76130
H  4.50279  -2.83709  1.32419
C  -3.22691  -3.35681  -0.00086
C  6.31300  -0.40424  -1.43483
C  3.72376  -2.20829  1.74950
H  2.80083  -2.78645  1.80928
H  0.18439  3.69682  -0.83564
H  -4.22929  -3.40021  0.43079
C  1.68277  1.84003  -0.28564
C  5.64710  -1.08210  -0.43476
C  4.53502  1.21902  -1.63929
H  7.27951  -0.75679  -1.76276
C  -3.84997  1.71567  -0.01127
C  2.58056  0.77430  0.02112
C  -2.36392  0.06443  0.83798
H  2.01429  2.52019  -1.08104
H  -3.29975  -3.43291  -1.08752
C  -3.06541  -0.95054  0.19454
O  -4.86920  -1.62144  -1.22827
H  -5.77055  -0.62183  -2.80926
C  -6.01106  -1.28966  -1.97557
C  4.40804  -0.59717  -0.03876
N  -0.18047  3.08444  -0.09978
H  -4.15783  2.74536  -0.10570
H  0.69739  0.41386  1.90822
H  4.12225  2.10052  -2.10652
C  -4.18864  -0.61447  -0.58075
H  -1.14193  2.04105  2.02995
H  -6.78483  -0.83023  -1.35166
H  6.31620  1.23542  -2.80876
H  -2.61776  3.04931  2.09819
H  -5.41592  1.00683  -1.25120
N  0.55978  2.02754  0.29573
H  -6.38298  -2.23475  -2.36992
C  -2.73735  1.39324  0.74968
H  1.71729  -0.63256  2.92419
N  3.53259  -1.05585  0.91558
O  -2.53676  -2.19560  0.39991
C  -1.95494  2.47282  1.45066
H  -1.50700  -0.22881  1.42085
C  -1.39830  3.41646  0.40446
H  -2.63254  -4.18707  0.38211
C  -4.55841  0.72336  -0.66269
C  5.76329  0.73161  -2.02979

## Properties
Frontier orbital gap   0.2991 Ha
Spin multiplicity   1
SMILES   COc1ccc(CC(=O)N/N=C/c2c(C)n(C)c3ccccc23)cc1OC

Let us look at the Löwdin charges, expressed in e, one per atom:
1 C -0.120
2 H 0.100
3 H 0.092
4 C -0.193
5 O 0.057
6 C -0.006
7 H 0.101
8 H 0.085
9 C -0.080
10 C -0.099
11 C -0.009
12 H 0.095
13 H 0.158
14 H 0.096
15 C -0.072
16 C -0.021
17 C -0.031
18 H 0.098
19 C -0.031
20 C -0.112
21 C 0.048
22 H 0.123
23 H 0.092
24 C -0.185
25 O -0.120
26 H 0.097
27 C -0.086
28 C -0.166
29 N 0.046
30 H 0.117
31 H 0.048
32 H 0.102
33 C -0.190
34 H 0.100
35 H 0.097
36 H 0.098
37 H 0.131
38 H 0.103
39 N 0.052
40 H 0.094
41 C -0.221
42 H 0.088
43 N -0.054
44 O -0.074
45 C -0.058
46 H 0.106
47 C -0.476
48 H 0.091
49 C -0.011
50 C -0.100

***

Relative to the most stable structure, the computed energies are (A) 64.7; (B) 0.0; (C) 10.1, all in kcal/mol.